Entry 1:
{
  "formula": "C4H11N2",
  "method": "ωB97M-V/def2-TZVPD",
  "species": ["C", "C", "C", "N", "C", "N", "H", "H", "H", "H", "H", "H", "H", "H", "H", "H", "H"],
  "positions_angstrom": [[1.682431, -1.539426, 0.157861], [0.407145, -1.229022, -0.650533], [0.047872, 0.286064, -0.406686], [-1.364596, 0.663091, -0.870757], [-0.900374, 0.699056, 0.659635], [-0.608101, 1.887020, 1.226718], [2.628526, -1.095979, -0.164963], [1.777808, -2.677389, 0.080167], [1.612970, -1.206145, 1.176323], [-0.393637, -1.855349, -0.229266], [0.706480, -1.378448, -1.722051], [0.876630, 0.966545, -0.522415], [-1.383558, 1.515409, -1.304686], [-1.980530, 0.020572, -1.440252], [-1.605307, 0.094124, 1.158039], [-0.323199, 2.752329, 0.718566], [-1.180561, 2.097547, 2.134300]],
  "forces_ev_per_angstrom": [[0.098, -1.821, -0.416], [1.211, 1.989, 0.292], [-1.556, -3.406, 0.347], [0.240, -1.679, -0.859], [1.496, 0.088, -1.628], [-1.979, 2.565, 3.263], [-0.346, -0.002, -0.647], [0.235, 1.599, 0.536], [-0.366, -0.288, 0.727], [0.103, 0.104, -0.774], [-1.059, -0.051, 0.823], [-0.217, 0.470, -0.652], [-0.189, 2.904, -1.183], [1.082, 0.235, 1.347], [0.012, -1.065, 0.884], [-0.136, -1.442, 0.559], [1.368, -0.198, -2.620]],
  "relative_energy_kj_mol": 247.7,
  "homo_ha": -0.5363,
  "total_charge": 1,
  "total_energy_ha": -268.2105,
  "smiles": "CC[C@H]1[NH2+][C@@H]1N",
  "homo_lumo_gap_ev": 11.499
}

***

Entry 2:
{
  "formula": "C6H12NO",
  "method": "ωB97M-V/def2-TZVPD",
  "species": ["C", "C", "C", "C", "C", "C", "N", "O", "H", "H", "H", "H", "H", "H", "H", "H", "H", "H", "H", "H"],
  "positions_angstrom": [[1.531670, 1.172811, -0.172930], [0.071258, 1.227179, -0.413878], [1.594363, -0.004342, 0.826002], [0.307402, 0.001616, 1.559463], [-2.019449, 0.323562, 0.552247], [-0.320948, -1.872098, -2.138876], [-0.588597, 0.599384, 0.505140], [-0.396661, -1.148859, -1.196522], [1.873313, 2.109565, 0.155538], [-0.551621, 1.733417, -1.207919], [1.633145, -1.009391, 0.264187], [2.452661, 0.206171, 1.613168], [-0.242507, -0.937158, 1.661520], [0.187318, 0.593242, 2.430059], [-2.455579, 0.678794, 1.542737], [-2.521679, 0.700998, -0.396776], [-2.003497, -0.765289, 0.553690], [2.097604, 1.031254, -1.054959], [-1.281738, -2.575488, -2.347467], [0.633541, -2.065368, -2.734423]],
  "forces_ev_per_angstrom": [[-1.190, -1.371, -0.003], [-2.234, 0.200, 0.405], [3.034, -0.604, 1.245], [-2.680, -0.410, -1.937], [-0.340, 0.349, 0.019], [-1.496, -3.088, -0.973], [0.669, 2.255, -0.285], [0.564, 0.312, -0.096], [0.395, 1.383, 1.048], [1.143, -0.592, 0.745], [0.623, 1.731, 0.956], [-1.411, -1.047, -1.916], [0.988, -0.432, 0.723], [0.221, 0.567, 0.964], [0.443, -0.182, -1.519], [0.510, -0.349, 1.557], [-0.712, -0.028, -0.078], [0.439, -0.527, -1.103], [2.056, 1.369, -0.186], [-1.023, 0.464, 0.434]],
  "relative_energy_kj_mol": 127.1,
  "homo_ha": -0.5184,
  "total_charge": 1,
  "total_energy_ha": -365.5010,
  "homo_lumo_gap_ev": 10.428
}

***

Entry 3:
{
  "formula": "C16H24ClO16",
  "method": "ωB97M-V/def2-TZVPD",
  "species": ["Cl", "O", "O", "O", "O", "C", "C", "C", "O", "C", "O", "O", "H", "H", "H", "H", "H", "H", "C", "C", "C", "O", "C", "O", "O", "H", "H", "H", "H", "H", "H", "C", "C", "C", "O", "C", "O", "O", "H", "H", "H", "H", "H", "H", "C", "C", "C", "O", "C", "O", "O", "H", "H", "H", "H", "H", "H"],
  "positions_angstrom": [[-1.224179, 0.886371, 0.900723], [-2.618932, 0.938415, 1.277898], [-0.534468, 2.155808, 0.880438], [-0.618720, -0.032695, 1.851010], [-1.070583, 0.322365, -0.439107], [-2.888255, -3.064839, 1.549528], [-2.305687, -3.129842, 0.120432], [-1.252022, -4.199225, 0.001294], [-1.769262, -5.049506, -0.936560], [-2.892287, -4.533928, -1.515620], [-3.448898, -4.984507, -2.471485], [-3.347131, -3.537509, -0.760619], [-3.637159, -2.301686, 1.761285], [-2.139516, -2.691943, 2.248423], [-3.256171, -3.978239, 2.016910], [-1.835812, -2.185714, -0.155143], [-1.290586, -4.646793, 0.994418], [-0.269272, -3.868731, -0.334969], [1.983451, 2.701746, -1.174137], [2.538868, 1.350652, -0.951465], [3.137064, 0.792212, -2.256679], [4.321148, 0.261226, -1.819203], [4.695501, 0.739903, -0.679833], [5.804164, 0.547691, -0.166196], [3.684058, 1.400146, -0.161358], [2.622870, 3.283911, -1.837716], [1.775055, 3.280428, -0.274253], [1.042687, 2.492353, -1.683264], [1.807548, 0.689343, -0.486764], [3.293747, 1.560932, -3.013394], [2.577134, 0.082382, -2.865546], [-5.201929, 3.135084, -1.992815], [-4.007017, 3.219149, -1.018205], [-3.186236, 4.468446, -1.277172], [-3.625998, 5.369834, -0.331265], [-4.297118, 4.696165, 0.626800], [-4.687742, 5.211106, 1.664556], [-4.429405, 3.430761, 0.311450], [-5.991819, 2.515325, -1.568466], [-5.008281, 2.711191, -2.978166], [-5.593560, 4.092736, -2.335786], [-3.359439, 2.343805, -0.968069], [-3.411980, 4.826717, -2.281545], [-2.140595, 4.177892, -1.175620], [5.133496, -1.369404, 2.798256], [3.950585, -2.276863, 2.326981], [2.873424, -1.450369, 1.576113], [2.752177, -2.299744, 0.362570], [3.771761, -3.092588, 0.282517], [4.046473, -3.803876, -0.700963], [4.481469, -3.113063, 1.396174], [5.119302, -0.382027, 2.336742], [6.157060, -1.717248, 2.658884], [5.095574, -1.254721, 3.881551], [3.559655, -2.825725, 3.183729], [3.166618, -0.408161, 1.449827], [1.949174, -1.485150, 2.152875]],
  "forces_ev_per_angstrom": [[0.279, -1.908, -0.035], [0.201, 1.066, -0.682], [-0.594, 0.236, 0.539], [0.676, 0.383, -0.111], [-0.385, 0.095, 0.102], [0.424, 1.096, 0.708], [-0.564, 1.198, 2.030], [0.036, 0.453, 1.440], [-0.671, -1.712, -2.322], [-0.399, -0.934, 0.213], [0.430, 0.065, 0.241], [0.227, 0.737, -0.661], [-0.361, 0.028, -0.887], [0.659, -0.163, -0.188], [0.043, -0.453, -0.685], [-0.754, 0.382, -0.164], [0.982, -0.627, -0.155], [0.003, 0.131, 0.418], [-0.813, 0.626, -0.261], [-0.650, -0.368, -1.218], [-1.878, 0.432, -0.958], [1.905, -2.100, -2.353], [3.091, -0.543, 2.123], [-2.751, 0.649, -0.978], [0.910, 1.045, 2.544], [0.072, 0.052, 0.049], [-0.050, -0.307, 0.040], [-0.253, 0.467, -0.038], [-0.038, -0.071, 0.018], [0.477, 0.609, 0.298], [-0.218, -0.573, 0.835], [-0.156, -0.571, -0.066], [-0.134, -0.276, -1.217], [0.600, -1.393, -1.543], [-0.199, 1.036, 0.823], [-0.597, 1.860, 2.889], [0.624, -0.892, -2.069], [-0.881, -0.636, 0.352], [-0.097, 0.187, 0.076], [0.791, -0.551, 0.202], [-0.125, 0.431, 0.881], [-0.369, -0.207, -0.372], [0.338, 0.265, 0.042], [0.254, 0.664, 0.143], [-0.319, 0.325, 1.014], [1.379, 3.038, 1.696], [-0.048, -1.934, 0.854], [-1.611, 2.771, 0.600], [1.707, -3.545, -3.674], [-0.859, 2.009, 2.591], [0.876, -1.820, -1.104], [-0.180, -0.018, -0.022], [-0.315, -0.720, -0.544], [-0.299, 0.342, 0.118], [-0.177, -0.178, -0.158], [0.001, -0.262, -0.841], [-0.241, 0.081, -0.573]],
  "relative_energy_kj_mol": 166.8,
  "homo_ha": -0.2613,
  "total_charge": -1,
  "total_energy_ha": -2287.9633,
  "homo_lumo_gap_ev": 9.619
}

***

Entry 4:
{
  "formula": "C5H11NO",
  "method": "ωB97M-V/def2-TZVPD",
  "species": ["C", "C", "N", "H", "H", "H", "H", "H", "C", "C", "C", "O", "H", "H", "H", "H", "H", "H"],
  "positions_angstrom": [[1.527751, 0.134097, -1.354991], [1.603766, 0.857050, 0.923517], [0.900966, 0.686373, -0.166847], [1.798385, -0.916706, -1.212032], [0.822929, 0.198357, -2.188009], [2.409708, 0.710462, -1.640679], [1.271572, 1.532493, 1.708835], [2.584129, 0.373644, 1.024212], [-0.879323, -1.522372, -0.040878], [-1.847431, 0.794585, 0.303681], [-0.695409, -0.156690, 0.607584], [-0.318318, -0.182322, 1.870987], [-2.768445, 0.420080, 0.752269], [-0.003984, -2.142412, 0.162999], [-1.745184, -2.010480, 0.409484], [-1.037276, -1.440088, -1.119759], [-1.992877, 0.890298, -0.776102], [-1.630960, 1.773632, 0.735726]],
  "forces_ev_per_angstrom": [[0.033, -0.282, -0.043], [-0.092, 0.108, -2.894], [1.902, 0.526, 1.780], [0.053, 0.051, -0.071], [0.030, -0.069, 0.156], [0.026, -0.105, 0.086], [-0.449, -0.853, 0.120], [0.128, 0.613, -0.190], [1.311, 0.364, -0.830], [0.766, 0.477, -0.587], [-2.336, -0.702, 5.889], [-1.260, -0.095, -3.501], [0.152, -0.195, 0.037], [-0.096, -0.036, -0.049], [0.019, 0.336, 0.092], [-0.025, -0.157, 0.020], [-0.107, 0.119, 0.054], [-0.054, -0.097, -0.071]],
  "relative_energy_kj_mol": 356.4,
  "homo_ha": -0.3073,
  "total_charge": 0,
  "total_energy_ha": -326.9956,
  "homo_lumo_gap_ev": 8.246
}